The following is a quantum chemistry calculation of a structure of composition C26H26MnNOPS4, from OMol25.

Last column: Löwdin spin population.
CARTESIAN COORDINATES (ANGSTROEM)
Mn -0.802 -0.179 0.357  3.371
C -3.499 -2.432 -2.178  0.001
C -3.206 -3.098 -0.845  0.008
S -2.588 -2.092 0.528  0.043
C -3.945 -1.076 1.135  0.004
C -4.132 0.346 0.562  0.004
S -2.770 1.119 -0.347  0.013
C -2.935 0.676 -2.109  0.003
C -4.304 0.268 -2.612  0.001
S -4.944 -1.347 -2.100  0.000
H -3.728 -3.221 -2.896  0.000
H -2.628 -1.905 -2.564  0.000
H -2.433 -3.860 -0.965  0.000
H -4.091 -3.596 -0.446  0.002
H -3.764 -1.016 2.205  0.000
H -4.863 -1.646 0.995  0.000
H -4.327 1.043 1.376  0.000
H -4.984 0.383 -0.109  0.000
H -2.194 -0.081 -2.318  0.000
H -2.622 1.590 -2.617  0.000
H -4.260 0.304 -3.701  0.000
H -5.080 0.973 -2.307  0.000
O -1.480 0.132 2.294  -0.123
C -0.298 -0.144 2.276  -0.169
C 0.889 -0.210 3.056  -0.028
C 0.989 -0.311 4.446  -0.009
C 2.264 -0.337 4.982  -0.003
C 3.387 -0.241 4.156  0.001
C 3.276 -0.109 2.770  -0.005
C 2.013 -0.102 2.220  -0.008
P 1.553 0.183 0.495  -0.115
C 1.359 1.944 0.243  0.004
C 1.479 2.829 1.317  -0.003
C 1.205 4.176 1.130  0.001
C 0.807 4.636 -0.116  -0.002
C 0.677 3.755 -1.186  0.000
C 0.941 2.406 -1.013  0.003
C 2.735 -0.580 -0.576  -0.016
C 3.575 0.184 -1.385  -0.009
C 4.503 -0.465 -2.188  0.000
C 4.579 -1.851 -2.186  -0.004
C 3.736 -2.610 -1.379  0.001
C 2.811 -1.979 -0.569  -0.004
H 0.110 -0.393 5.070  0.000
H 2.393 -0.437 6.052  -0.001
H 4.372 -0.265 4.605  0.000
H 4.158 -0.020 2.148  0.000
H 1.806 2.480 2.288  0.000
H 1.312 4.866 1.957  0.000
H 0.597 5.688 -0.257  0.000
H 0.372 4.122 -2.157  0.000
H 0.832 1.722 -1.846  0.000
H 3.523 1.263 -1.382  0.000
H 5.165 0.115 -2.816  0.000
H 5.304 -2.347 -2.818  0.000
H 3.801 -3.689 -1.385  0.000
H 2.146 -2.569 0.052  0.000
S 1.143 -1.362 -3.631  0.044
C 0.337 -0.970 -2.345  0.019
N -0.275 -0.663 -1.367  -0.024

Computed properties:
E: -4220.9029 a.u.
Multiplicity: 4
HOMO energy (alpha / beta): -13.789 / -13.806 eV
Maximum force: 0.9 eV Å⁻¹
Total charge: +2
ΔE to the lowest compared entry with this formula, charge and spin: 0.0 kJ/mol
HOMO-LUMO gap (alpha / beta): 0.22091 / 0.22451 Eh